{"formula": "C43H39CeO3P2S", "method": "wB97M-V/def2-TZVPD", "elements": ["Ce", "S", "P", "P", "O", "O", "O", "C", "C", "C", "C", "C", "C", "C", "C", "C", "C", "C", "C", "C", "C", "C", "C", "C", "C", "C", "C", "C", "C", "C", "C", "C", "C", "C", "C", "C", "C", "C", "C", "C", "C", "C", "C", "C", "C", "C", "C", "C", "C", "C", "H", "H", "H", "H", "H", "H", "H", "H", "H", "H", "H", "H", "H", "H", "H", "H", "H", "H", "H", "H", "H", "H", "H", "H", "H", "H", "H", "H", "H", "H", "H", "H", "H", "H", "H", "H", "H", "H", "H"], "positions_angstrom": [[-0.756854, 0.134685, 1.023576], [-3.621733, 0.169664, 0.046389], [0.429942, 1.745134, -0.943593], [1.430822, -1.575345, 0.396463], [-4.089863, 0.688277, -1.208103], [-2.643602, -0.985461, -0.053429], [-2.934264, 1.172961, 0.948025], [4.226215, 1.256893, -2.254483], [0.637846, 2.359591, -3.711186], [-8.476475, -1.393051, 3.306131], [0.129109, 2.388372, -5.015164], [-0.893956, -4.417120, 3.240960], [2.687688, -0.086813, 2.395280], [1.858805, -2.524619, -1.057486], [-6.167043, 0.463872, 0.954178], [-0.232318, 3.351295, 1.324427], [-0.598940, 5.657592, -0.257394], [2.866998, 1.076453, -2.041412], [4.974823, 1.997447, -1.329492], [1.257793, -2.223066, -2.293447], [4.351673, 2.645281, -0.252131], [0.526775, -2.744029, 1.516604], [-4.949714, -1.427087, 1.862331], [2.861843, -0.919830, 1.272579], [5.081074, 0.267846, 2.526467], [-6.102572, -1.819197, 2.535390], [-1.455858, -4.066830, 2.010349], [1.653727, -2.896900, -3.440453], [-5.015564, -0.330506, 1.016100], [-1.868292, 1.228781, -4.253347], [1.065140, -3.077617, 2.774617], [2.627016, -3.906915, -3.355170], [-0.649377, 4.561255, 1.907680], [3.172043, -4.260278, -2.110518], [2.224888, 1.828653, -1.042944], [-0.739280, -3.230031, 1.134506], [2.771591, -3.579243, -0.959828], [-0.766700, 5.719167, 1.131613], [-7.257189, -1.029988, 2.497143], [5.260009, -0.534694, 1.391773], [0.349902, -3.923595, 3.624943], [-0.289918, 4.441705, -0.855655], [2.971049, 2.568389, -0.112490], [4.157862, -1.113121, 0.766734], [-7.307422, 0.097914, 1.667010], [3.788941, 0.505944, 3.014813], [-0.120788, 1.803294, -2.669789], [-0.097812, 3.295057, -0.074515], [-1.126876, 1.829178, -5.281003], [-1.362399, 1.212072, -2.957421], [-1.940037, 0.736560, -2.159019], [4.935023, 3.238805, 0.461977], [-0.860126, 4.592714, 2.975398], [-0.690975, 6.555134, -0.864909], [2.023556, -2.654236, 3.064085], [1.638027, 2.757082, -3.515524], [6.052702, 2.054271, -1.443508], [-8.227904, 0.692892, 1.544533], [-8.768187, -0.600925, 4.014795], [0.490549, -1.437277, -2.336720], [5.945684, 0.687558, 3.043572], [-0.975687, 6.676245, 1.609219], [3.178482, -3.855621, 0.025231], [1.226577, -2.635510, -4.409470], [-2.847171, 0.786744, -4.444215], [1.686096, 0.078238, 2.817607], [2.442246, 3.094422, 0.676325], [5.635344, -0.774162, -1.549209], [0.711323, 2.852387, -5.814762], [-0.150115, 4.351857, -1.934341], [-2.435487, -4.435583, 1.707515], [2.276303, 0.424770, -2.680943], [-1.541912, 1.868094, -6.291151], [-6.116449, -2.745530, 3.105307], [3.917005, -5.056465, -2.037633], [4.693200, 0.823628, -3.148181], [0.047421, 2.499919, 1.988024], [4.297168, -1.725200, -0.123789], [-4.011371, -1.938056, 1.991281], [-1.172980, -2.962857, 0.162932], [-8.273123, -2.306644, 3.872160], [-9.330403, -1.564092, 2.632356], [-6.153082, 1.375842, 0.359789], [6.252533, -0.570437, -1.186008], [6.265207, -0.712322, 0.992743], [2.958407, -4.421244, -4.259255], [0.780822, -4.197620, 4.589688], [3.649396, 1.134546, 3.900378], [-1.446822, -5.089363, 3.908096]], "atomic_forces_ev_per_a": [[-1.957, -0.414, 0.535], [-1.773, 0.091, 0.342], [0.180, 0.768, -0.427], [-0.720, -0.561, -0.210], [0.670, -0.291, 0.755], [0.478, 0.923, 0.311], [1.300, -0.283, -0.567], [0.129, -0.060, 0.182], [0.028, 0.196, -0.156], [-0.046, -0.250, -0.078], [-0.155, -0.151, 0.350], [-0.414, -0.202, -0.044], [0.175, -0.065, -0.242], [0.075, -0.241, -0.440], [-0.112, 0.012, -0.284], [-0.334, 0.389, -0.395], [0.129, -0.142, 0.279], [-0.104, 0.540, 0.052], [-0.347, 0.214, 0.068], [0.088, 0.364, 0.376], [0.318, -0.174, -0.149], [0.437, 0.439, 0.394], [-0.381, 0.051, -0.271], [0.762, 0.093, 0.043], [-0.229, -0.268, -0.188], [0.041, 0.335, 0.221], [0.464, 0.365, -0.286], [0.300, -0.387, -0.085], [-0.054, 0.175, 0.078], [0.148, 0.165, -0.088], [-0.563, -0.032, -0.114], [-0.094, 0.212, 0.334], [0.292, -0.266, 0.055], [-0.151, 0.110, -0.133], [0.603, -0.393, 0.517], [-0.164, 0.066, 0.290], [0.263, -0.149, 0.023], [-0.059, -0.339, -0.129], [-0.504, 0.027, -0.208], [-0.018, 0.237, 0.337], [0.378, 0.171, -0.024], [-0.050, -0.143, 0.106], [-0.311, -0.152, -0.603], [-0.261, 0.008, 0.101], [0.626, 0.229, -0.188], [0.022, -0.077, 0.064], [-0.347, -0.307, -0.244], [0.482, -0.305, -0.313], [-0.106, 0.005, 0.193], [0.159, 0.057, 0.101], [0.110, 0.220, -0.391], [-0.189, -0.343, -0.344], [0.235, 0.107, -0.201], [0.000, -0.176, 0.147], [-0.113, -0.243, 0.063], [-0.447, -0.007, -0.071], [-0.135, 0.151, -0.050], [0.592, -0.354, 0.318], [0.229, -0.221, -0.314], [0.361, -0.272, -0.111], [-0.293, -0.059, -0.202], [-0.105, -0.323, -0.096], [-0.126, 0.094, -0.563], [0.056, -0.109, 0.308], [0.317, 0.132, -0.033], [0.258, -0.048, 0.023], [0.237, 0.103, -0.048], [0.317, -0.044, 0.026], [-0.202, -0.200, 0.280], [-0.155, 0.200, 0.286], [0.270, 0.023, 0.128], [0.193, 0.214, -0.088], [0.194, -0.047, 0.332], [0.115, 0.279, 0.096], [-0.312, 0.251, -0.054], [-0.086, 0.032, 0.602], [-0.200, 0.537, -0.277], [0.003, 0.193, 0.290], [0.064, -0.468, -0.143], [0.181, -0.197, 0.272], [-0.247, 0.136, -0.037], [0.218, -0.003, 0.286], [-0.134, -0.314, -0.082], [-0.026, -0.181, -0.213], [-0.470, 0.076, 0.246], [-0.130, 0.152, 0.298], [-0.184, 0.051, -0.287], [0.034, -0.257, -0.369], [0.275, 0.329, -0.268]], "lowdin_spin": [1.02, 0.00, 0.00, 0.00, 0.00, 0.00, 0.00, 0.00, 0.00, 0.00, 0.00, 0.00, 0.00, 0.00, 0.00, 0.00, 0.00, 0.00, 0.00, 0.00, 0.00, 0.00, 0.00, 0.00, 0.00, 0.00, 0.00, 0.00, 0.00, 0.00, 0.00, 0.00, 0.00, 0.00, 0.00, 0.00, 0.00, 0.00, 0.00, 0.00, 0.00, 0.00, 0.00, 0.00, 0.00, 0.00, 0.00, 0.00, 0.00, 0.00, 0.00, 0.00, 0.00, 0.00, 0.00, 0.00, 0.00, 0.00, 0.00, 0.00, 0.00, 0.00, 0.00, 0.00, 0.00, 0.00, 0.00, 0.00, 0.00, 0.00, 0.00, 0.00, 0.00, 0.00, 0.00, 0.00, 0.00, 0.00, 0.00, 0.00, 0.00, 0.00, 0.00, 0.00, 0.00, 0.00, 0.00, 0.00, 0.00], "relative_energy_kj_mol": 0.0, "gap_ev": [7.415, 7.481], "homo_ha": [-0.4994, -0.4994], "spin_multiplicity": 2, "total_charge": 2, "molar_mass_g_mol": 837.9}